1.
Density functional theory data (wB97M-V/def2-TZVPD) for C25H29Cl2N7O3SV as an isolated structure.

Calculated values
Multiplicity = 3
Charge = -1
Relative energy (zero: lowest compared OMol25 entry of this formula, charge and spin) = 34.27 kcal per mole
HOMO level (spin up / spin down) = -2.596 / -5.458 eV
HOMO-LUMO gap (spin up / spin down) = 5.01 / 7.87 eV
Energy = -3841.77580 Ha

Each line ends with the Löwdin charge.
Positions of all 68 atoms, in Å:
C  -4.9790  -0.6176  -0.2013  -0.03
H  -0.5575  -1.7118  5.2329  0.10
C  2.1685  2.9030  -0.9654  -0.02
C  2.2593  -2.8665  -0.9559  -0.06
H  -1.4273  -0.2606  -5.1812  0.06
N  -1.1616  4.5819  0.1409  0.07
H  1.4109  -0.3952  4.5555  0.10
H  -1.5659  1.4145  -4.5565  0.06
H  3.2590  0.3152  -1.8601  0.07
H  -5.6545  -2.4084  0.7679  0.10
H  1.7152  3.8931  -0.8749  0.09
C  -1.4770  -0.8493  2.0904  -0.24
H  4.3865  2.6991  3.1108  0.10
C  2.4789  -1.3595  -0.7363  -0.65
H  1.8614  -3.3263  -0.0490  0.06
C  -3.6837  -1.8330  1.3896  -0.05
C  -1.0798  5.5381  -0.7312  -0.45
H  -4.0881  0.9793  -2.3656  0.08
H  -4.8134  2.0254  -1.1275  0.08
N  1.5368  1.3872  0.8564  0.02
C  3.1299  -0.7593  -1.9979  -0.03
Cl  -1.1948  -2.7380  -0.8936  0.68
C  -1.1291  -4.3173  -0.0445  -0.94
H  4.0837  3.5626  0.7847  0.10
C  -4.8502  -1.6906  0.6611  -0.06
S  -0.6842  -0.1042  -2.9420  0.37
C  1.6505  0.9313  2.1496  -0.22
C  3.5765  2.3320  2.4929  -0.09
C  3.4127  2.8177  1.1887  -0.06
N  -2.7752  0.0883  0.3195  0.15
N  -1.0404  6.4740  -1.4201  0.05
H  -2.4957  -1.8548  3.6863  0.09
H  -3.0450  1.9428  -1.3136  0.06
H  3.2056  -3.3459  -1.2148  0.08
H  3.7483  -0.1259  0.5405  0.07
N  -0.3632  -0.2161  1.6586  0.02
C  0.6460  0.0303  2.5749  -0.21
N  -0.8087  2.1794  0.2644  0.08
H  1.5548  -2.9998  -1.7762  0.06
C  2.6954  1.4067  2.9761  -0.04
C  3.4456  -1.1690  0.4494  -0.03
C  -2.6763  -0.8848  1.2187  -0.26
N  1.2328  -0.7145  -0.4885  -0.08
H  -3.5393  -2.6738  2.0542  0.10
V  0.0789  0.3828  -0.1946  0.81
O  -1.9960  -0.4611  -2.4380  -0.38
Cl  -0.6230  -4.1477  1.6396  0.55
H  4.3366  -1.7797  0.2935  0.08
O  -0.0797  1.0363  -2.2197  -0.42
H  0.0311  0.7659  -5.0370  0.06
C  -0.9407  0.5272  -4.6140  -0.13
H  2.4755  -0.9347  -2.8480  0.06
H  4.1025  -1.2228  -2.1769  0.08
C  -0.9402  3.3338  0.1239  -0.31
H  -5.8979  -0.4503  -0.7480  0.11
H  2.7961  1.0404  3.9878  0.09
H  -2.1155  -4.7669  -0.0533  0.02
C  -3.9681  1.3743  -1.3569  -0.03
H  2.9560  -1.4710  1.3762  0.08
C  -0.4970  -1.2656  4.2487  -0.09
C  0.5919  -0.5435  3.8658  -0.03
H  1.5042  2.2736  -1.5446  0.04
C  -3.8943  0.2369  -0.3827  -0.32
C  -1.5825  -1.3801  3.3623  -0.08
H  3.1177  3.0239  -1.4877  0.08
C  2.3730  2.3281  0.4079  -0.31
H  -0.3975  -4.9453  -0.5411  0.02
O  0.2002  -1.2338  -3.1308  -0.37

=====

2.
Density functional theory data (wB97M-V/def2-TZVPD) for C25H29ClN3O5PbS2 as an isolated structure.

Calculated values
Charge = +1
Relative energy (zero: lowest compared OMol25 entry of this formula, charge and spin) = 6.42 kcal per mole
HOMO level = -11.227 eV
HOMO-LUMO gap = 6.14 eV
Energy = -2959.77905 Ha

Each line ends with the Löwdin charge.
Positions of all 66 atoms, in Å:
C  2.4120  -0.2207  -3.0610  -0.17
H  -1.9984  2.3734  3.6344  0.10
Cl  1.1534  4.3911  -5.1484  0.72
H  -2.8952  -3.3048  -2.0758  0.15
C  0.5606  -2.4455  0.0486  -0.06
O  -2.5976  -0.6408  -0.4456  -0.19
C  -1.7408  2.8832  -2.8845  -0.04
C  -1.1704  0.4093  3.9023  -0.67
H  -2.2896  -1.6365  -3.4237  0.12
H  0.8269  -0.5169  6.4775  0.11
H  2.6711  0.2192  -4.0238  0.12
H  4.2196  -2.1886  1.2415  0.12
H  -0.4598  -2.5586  -0.2969  0.09
N  -3.0022  -2.6934  -1.2826  0.06
H  2.0534  -2.8995  3.8734  0.09
C  1.6025  -2.4601  -0.8736  -0.27
C  -1.3767  3.2920  -1.5964  -0.35
H  -0.2464  -1.4453  4.4524  0.09
N  1.3104  -1.1503  -3.2841  -0.13
C  0.0628  1.4621  6.1614  -0.06
C  2.4661  -2.0618  3.3088  -0.03
C  -2.1739  2.8876  -0.4591  -0.11
H  3.0407  1.1360  -1.4535  0.13
O  2.3384  -3.4024  -3.1448  -0.25
O  1.0631  1.1404  0.0844  -0.07
O  -0.1691  0.5154  -1.6022  -0.12
H  -3.4055  -2.5274  0.7493  0.07
H  3.7302  -2.4886  -1.1532  0.12
C  -0.7233  2.2775  5.3560  -0.07
H  2.0254  -1.1475  3.7077  0.07
H  0.0650  4.4015  -0.4456  0.13
H  -4.1096  -3.9485  -0.0374  0.09
S  1.2636  -2.6393  -2.5978  0.64
C  -2.6609  -1.4156  -1.4417  -0.57
C  -0.9770  3.2277  -3.9813  -0.08
C  -1.3508  1.7513  4.2405  -0.12
C  2.1556  0.9428  -2.0557  -0.03
C  3.1909  -2.2453  0.9083  -0.01
H  0.3962  -0.7274  -3.2437  0.08
N  -2.4601  -0.9559  -2.6992  0.21
C  -3.2320  -3.3079  0.0155  -0.03
C  -0.2262  4.0735  -1.4366  -0.03
C  0.5483  4.4205  -2.5246  -0.09
H  0.5396  1.8716  7.0415  0.11
H  -1.8821  -0.1314  -2.7472  0.07
H  0.0380  -2.3231  2.1160  0.08
H  -0.8606  3.3197  5.6105  0.11
C  0.2251  0.1218  5.8449  -0.07
O  -0.1129  -3.0391  -2.7354  -0.30
C  -0.3761  -0.4028  4.7108  -0.13
H  -1.2588  2.9211  -4.9787  0.12
H  1.9518  1.8524  -2.6283  0.12
H  -3.1373  2.4294  -0.6576  0.07
H  3.2811  -0.7983  -2.7577  0.11
C  2.9204  -2.3894  -0.4437  -0.04
Pb  -1.2021  0.9403  0.4603  1.42
C  0.9669  0.8376  -1.1369  -0.63
H  -2.6400  2.2926  -3.0191  0.12
C  2.1651  -2.2031  1.8446  -0.24
H  3.5384  -2.0270  3.4907  0.08
H  -2.1356  3.4880  0.4419  0.06
S  -2.0005  -0.3209  2.5353  0.68
H  1.4386  5.0221  -2.4071  0.12
C  0.8483  -2.3200  1.3963  -0.04
H  -2.3704  -3.9026  0.3211  0.09
C  0.1726  3.9854  -3.7914  -0.67

=====

3.
Density functional theory data (wB97M-V/def2-TZVPD) for C25H29CoN4S4 as an isolated structure.

Calculated values
Multiplicity = 2
Charge = +1
Relative energy (zero: lowest compared OMol25 entry of this formula, charge and spin) = 65.22 kcal per mole
HOMO level (spin up / spin down) = -9.753 / -9.754 eV
HOMO-LUMO gap (spin up / spin down) = 6.32 / 5.60 eV
Energy = -4164.26391 Ha

Each line ends with the Löwdin charge.
Positions of all 63 atoms, in Å:
H  -4.0120  1.1086  0.6502  0.12
H  2.6935  0.6886  2.4817  0.06
H  1.4229  -2.9233  -1.2126  0.06
H  -3.4158  5.0492  -0.4545  0.11
H  3.7637  -3.1956  1.3329  0.10
C  1.8673  -0.7959  -2.7979  -0.43
S  0.5013  0.5529  3.4083  0.94
H  -1.5184  5.7348  1.0049  0.11
C  -2.9503  0.0945  -0.9163  -0.29
H  2.9986  1.0348  -3.0552  0.10
H  3.4633  0.2309  -1.1158  0.11
C  -0.5871  -3.0213  -0.3363  -0.41
H  -0.2736  -3.8683  0.2740  0.09
C  -2.7904  3.0344  -0.6073  -0.02
H  1.3671  1.0969  -3.6915  0.09
H  -1.5820  -3.2475  -0.7163  0.07
C  4.4962  -1.0940  1.2613  -0.09
H  5.3783  -1.2751  1.8655  0.11
C  4.2114  0.1317  0.8430  -0.08
H  -1.1653  -1.9557  3.0584  0.08
N  0.1739  1.5014  0.8034  -0.18
H  -6.3031  -1.8027  -1.4884  0.11
H  0.0309  -3.0598  2.3973  0.09
C  -1.7939  2.0780  -0.2574  -0.23
H  2.0301  -1.1884  -3.8018  0.10
S  -0.9010  -1.5809  0.7842  1.02
C  -1.5735  4.7124  0.6518  -0.05
C  1.9728  0.7241  -2.8615  -0.44
H  -4.2894  -2.3775  -2.8187  0.11
H  4.8324  0.9911  1.0775  0.12
N  -1.7292  0.7915  -0.6551  0.01
H  -6.1370  -0.0322  0.2446  0.11
H  -3.6039  2.7481  -1.2614  0.12
C  0.3890  -2.8527  -1.5102  -0.43
H  -2.2054  -1.1645  -2.4913  0.04
C  -0.5850  3.8333  0.9871  0.00
S  0.1904  -1.2384  -2.2839  1.00
H  0.1922  -3.6297  -2.2481  0.10
C  3.5605  -2.1845  1.0092  -0.08
C  0.8446  -1.2028  3.1526  -0.50
C  1.8432  1.3564  2.5175  -0.39
C  -0.2586  -2.0087  2.4583  -0.42
C  -4.0807  0.3846  -0.1519  -0.03
C  3.0415  0.3127  -0.0963  -0.36
S  1.2530  1.7138  -1.5011  1.13
H  1.5781  -2.6321  0.6121  0.07
C  -5.2756  -0.2853  -0.3613  -0.06
C  2.3357  -1.8659  0.5446  -0.26
C  2.3694  1.6584  -0.0126  -0.37
N  1.4586  1.8295  1.1478  -0.18
C  -2.6737  4.3155  -0.1652  -0.06
Co  0.0879  0.0675  -0.3761  0.09
H  0.2621  4.1265  1.5913  0.12
C  -3.0452  -0.9224  -1.8621  -0.07
H  2.1046  2.2202  3.1256  0.08
H  2.5737  -1.2494  -2.1122  0.07
H  1.7926  -1.2926  2.6480  0.04
C  -5.3685  -1.2805  -1.3242  -0.07
H  3.0660  2.4960  -0.0577  0.13
N  1.9341  -0.6448  0.0620  -0.07
C  -0.6849  2.5006  0.5295  -0.25
C  -4.2413  -1.6011  -2.0645  -0.07
H  0.9640  -1.6453  4.1419  0.08

=====

Among the records above, which one has the lowest charge?
C25H29Cl2N7O3SV

=====

The lowest charge belongs to which entry?
C25H29Cl2N7O3SV

=====

Which formula does entry 2 have?
C25H29ClN3O5PbS2

=====

The lowest energy belongs to which entry?
C25H29CoN4S4